A molecular structure, C21H25F2N3O2 at a distorted geometry, computed with ωB97M-V with the def2-TZVPD basis set.

Positions of all 53 atoms, in Å:
C 0.276 5.582 1.957
N 0.367 4.061 1.792
C -0.797 3.382 2.131
H -1.733 3.755 1.614
C -0.919 1.992 2.296
H -0.162 1.719 1.481
H -0.060 1.740 3.345
C -2.130 1.354 2.140
N -1.982 -0.018 1.802
C -1.740 -0.486 0.621
O -1.491 0.448 -0.438
C -1.587 -1.778 0.166
C -1.593 -2.957 1.262
C -1.188 -4.279 0.750
C -1.452 -4.543 -0.612
C -1.447 -3.519 -1.365
C -1.707 -2.310 -0.912
H -1.749 -1.437 -1.679
H -1.572 -3.886 -2.669
H -1.133 -5.588 -0.820
H -1.190 -4.959 1.503
F -1.105 -2.593 2.569
H -1.747 -0.752 2.567
H -2.391 1.417 3.271
H -2.750 1.838 1.182
H -1.040 3.802 3.218
C 0.800 3.773 0.661
C 0.019 3.808 -0.817
H -0.925 3.400 -0.281
C 0.532 3.043 -1.810
N 0.652 1.681 -1.728
C 1.528 0.993 -2.140
O 2.581 1.356 -2.794
C 1.509 -0.495 -1.614
C 1.513 -0.903 -0.321
C 1.788 -2.294 -0.160
C 1.625 -3.214 -1.132
C 2.021 -2.868 -2.194
C 1.788 -1.469 -2.701
H 1.981 -1.065 -3.731
H 1.973 -3.683 -2.974
H 2.062 -4.156 -0.635
H 1.616 -2.446 1.089
F 1.363 0.020 0.742
H -0.171 1.350 -1.217
H -0.219 3.094 -2.724
H 1.459 3.356 -2.043
H -0.349 4.712 -0.832
H 1.295 2.782 0.491
H 1.861 4.572 0.306
H -0.004 5.890 2.879
H 1.125 6.127 1.549
H -0.658 5.868 1.151

Orbital gap, eV: 7.340
M, g mol⁻¹: 389.45
ΔE to the lowest compared entry with this formula, charge and spin, kcal per mole: 441.2

4 unconnected molecules or ions with the total composition C21H25F5N3O2, computed with ωB97M-V with the def2-TZVPD basis set.

Positions of all 56 atoms, in Å:
O 1.195 1.505 0.113
C 1.539 1.177 -1.036
O 2.394 0.382 -1.435
C 0.712 1.908 -2.146
F 0.921 3.269 -2.054
F 1.131 1.555 -3.407
C -0.762 1.612 -2.045
C -1.179 0.322 -2.341
C -2.520 -0.017 -2.274
C -3.458 0.938 -1.915
C -3.033 2.222 -1.613
C -4.019 3.275 -1.221
F -5.279 2.795 -1.097
F -4.084 4.276 -2.137
F -3.708 3.860 -0.048
C -1.687 2.569 -1.672
H -0.446 -0.422 -2.627
H -2.802 -1.039 -2.488
H -4.507 0.678 -1.871
H -1.370 3.575 -1.429
C 1.977 4.455 4.554
C 1.722 3.290 3.603
C 1.243 3.727 2.215
C -0.015 4.466 2.306
N -0.998 5.049 2.418
H 1.062 5.020 4.741
H 2.347 4.098 5.517
H 2.721 5.141 4.142
H 0.982 2.617 4.040
H 2.639 2.713 3.475
H 1.103 2.854 1.569
H 1.985 4.371 1.739
C -1.639 -1.314 1.174
C -1.899 -2.706 1.741
C -1.697 -3.815 0.701
C -2.604 -3.665 -0.436
N -3.315 -3.548 -1.330
H -2.338 -1.072 0.372
H -1.755 -0.554 1.947
H -0.625 -1.230 0.778
H -2.916 -2.761 2.138
H -1.218 -2.896 2.572
H -1.867 -4.800 1.140
H -0.668 -3.766 0.340
C 3.662 -3.116 -2.086
C 3.731 -4.572 -1.638
C 2.379 -5.105 -1.147
C 1.894 -4.339 -0.001
N 1.506 -3.695 0.865
H 3.381 -2.456 -1.265
H 4.630 -2.783 -2.457
H 2.932 -2.984 -2.887
H 4.469 -4.679 -0.841
H 4.064 -5.200 -2.468
H 2.455 -6.152 -0.850
H 1.633 -5.035 -1.941

Total charge: -1
Orbital gap, eV: 7.970
M, g mol⁻¹: 446.44

A molecular structure, C21H25IrN12O3 at a distorted geometry, computed with ωB97M-V with the def2-TZVPD basis set.

Positions of all 62 atoms, in Å:
Ir 0.084 -0.408 -0.562
O 4.323 3.444 0.113
C 3.342 4.345 -0.051
C 3.708 5.687 0.027
C 2.759 6.671 -0.095
C 1.408 6.358 -0.323
C 1.038 5.051 -0.437
C 1.996 4.006 -0.301
C 1.577 2.638 -0.440
O 0.317 2.546 -0.936
N 2.376 1.661 -0.142
N 1.975 0.344 -0.250
C 2.869 -0.497 0.095
C 2.592 -1.941 -0.024
C 3.560 -2.875 0.261
C 3.294 -4.219 0.000
C 2.086 -4.553 -0.573
C 1.150 -3.551 -0.803
N 1.369 -2.268 -0.496
H 3.937 2.554 0.082
H 4.752 5.919 0.192
H 3.060 7.707 -0.013
H 0.672 7.143 -0.415
H 0.007 4.801 -0.637
H 3.841 -0.134 0.415
H 4.514 -2.557 0.660
H 4.031 -4.979 0.223
H 1.857 -5.573 -0.850
H 0.202 -3.788 -1.265
N 0.782 2.084 3.789
N 0.480 1.004 3.017
N 0.711 -0.229 3.435
C 0.374 -0.937 2.377
N -0.072 -0.144 1.386
N 0.036 1.124 1.822
H 0.815 1.816 4.765
H 0.193 2.875 3.561
H 0.389 -2.015 2.349
O -1.325 1.495 -1.918
C -0.413 1.413 -1.142
C -1.970 -2.464 0.240
N -3.252 -3.092 0.122
C -4.296 -2.129 0.501
N -4.247 -0.951 -0.362
C -2.970 -0.307 -0.249
N -1.830 -1.249 -0.662
C -2.134 -1.700 -2.081
N -3.420 -2.330 -2.171
C -3.469 -3.490 -1.277
C -4.458 -1.373 -1.752
H -1.198 -3.179 -0.026
H -1.819 -2.130 1.266
H -4.149 -1.827 1.539
H -5.269 -2.606 0.409
H -2.783 -0.007 0.783
H -2.934 0.558 -0.897
H -1.352 -2.401 -2.389
H -2.101 -0.815 -2.717
H -2.707 -4.213 -1.574
H -4.446 -3.961 -1.360
H -5.431 -1.851 -1.835
H -4.433 -0.501 -2.406

Total charge: +2
Orbital gap, eV: 5.609
M, g mol⁻¹: 685.73
ΔE to the lowest compared entry with this formula, charge and spin, kcal per mole: 51.2

A molecular structure, C21H25MnNOS5SiTe at a distorted geometry, computed with ωB97M-V with the def2-TZVPD basis set.

Positions of all 56 atoms, in Å:
Mn -0.613 1.274 -0.756
C -2.650 3.330 -5.076
S -1.623 2.284 -6.146
C -1.647 0.710 -5.384
C -1.303 0.335 -4.109
S -0.623 1.330 -2.912
S -1.402 -1.387 -3.768
C -1.767 -1.906 -5.395
S -1.906 -3.485 -5.810
S -2.005 -0.584 -6.508
H -2.495 4.343 -5.440
H -2.360 3.259 -4.032
H -3.692 3.048 -5.213
C -0.066 1.964 2.838
Si 0.509 2.500 1.093
C -0.386 4.020 0.293
C 2.376 2.536 0.740
C 3.217 3.159 1.666
C 4.582 3.215 1.447
C 5.131 2.638 0.314
C 4.309 2.038 -0.627
C 2.943 1.996 -0.418
H 0.213 2.730 3.557
H 0.400 1.034 3.157
H -1.146 1.839 2.897
H -0.181 4.870 0.938
H -1.474 3.938 0.229
H 0.012 4.277 -0.689
H 2.804 3.608 2.555
H 5.223 3.706 2.163
H 6.199 2.654 0.160
H 4.737 1.606 -1.519
H 2.315 1.546 -1.187
O -3.137 1.627 0.264
N -2.057 1.430 -0.134
C -1.635 -5.456 3.744
C -1.105 -4.417 2.827
C -1.920 -3.369 2.385
C -1.444 -2.366 1.564
C -2.369 -1.285 1.112
C -0.088 -2.380 1.182
Te 0.754 -0.764 0.067
C 0.738 -3.475 1.545
C 2.137 -3.626 1.041
C 0.214 -4.460 2.363
H -2.635 -5.210 4.091
H -0.978 -5.574 4.606
H -1.670 -6.427 3.246
H -2.950 -3.333 2.706
H -3.401 -1.575 1.274
H -2.226 -1.087 0.041
H -2.174 -0.370 1.677
H 2.688 -2.685 1.082
H 2.108 -3.953 0.001
H 2.680 -4.373 1.614
H 0.836 -5.296 2.645

Total charge: +2
Orbital gap (alpha / beta), eV: 5.342 / 4.600
2S+1: 2
M, g mol⁻¹: 678.40
ΔE to the lowest compared entry with this formula, charge and spin, kcal per mole: 62.7

A molecular structure, C21H25N11O2PS5SeV, computed with ωB97M-V with the def2-TZVPD basis set.

Positions of all 67 atoms, in Å:
V -0.062 0.297 1.574
S 0.397 4.858 2.001
C 0.325 3.195 1.971
S -0.744 2.263 2.956
S 1.327 2.225 0.906
C -4.334 -2.880 -2.491
C -3.726 -1.541 -2.320
N -3.766 -0.575 -3.169
N -3.081 0.441 -2.570
C -2.599 0.137 -1.363
S -1.717 1.169 -0.360
N -3.007 -1.161 -1.197
N -2.733 -1.927 -0.084
H -4.916 -2.884 -3.408
H -4.991 -3.124 -1.656
H -3.567 -3.654 -2.561
H -2.836 1.265 -3.099
H -2.242 -2.765 -0.360
H -3.593 -2.160 0.397
Se 5.432 -5.083 2.000
N 4.687 -3.992 3.200
C 3.814 -3.264 2.563
C 3.008 -2.232 3.204
C 3.131 -1.905 4.556
C 2.355 -0.886 5.064
C 1.468 -0.221 4.221
N 1.336 -0.531 2.936
C 2.103 -1.511 2.426
C 1.935 -1.799 0.998
N 0.998 -1.087 0.345
C 0.876 -1.255 -0.969
C 1.639 -2.170 -1.686
C 2.564 -2.943 -1.015
C 2.725 -2.755 0.356
C 3.684 -3.514 1.151
N 4.453 -4.440 0.653
H 3.835 -2.447 5.172
H 2.422 -0.589 6.101
H 0.844 0.594 4.565
H 0.149 -0.615 -1.453
H 1.498 -2.259 -2.755
H 3.173 -3.678 -1.525
S -2.849 -2.726 3.802
C -3.716 -1.310 3.379
C -2.913 -0.466 2.685
N -1.638 -0.932 2.475
C -1.471 -2.104 3.023
H -4.740 -1.156 3.676
H -3.173 0.510 2.304
H -0.539 -2.650 2.985
N 2.337 4.141 -4.044
C 1.016 3.936 -4.654
P -0.075 3.131 -3.442
O -1.245 2.445 -4.008
O 0.921 2.216 -2.601
C -0.601 4.448 -2.253
N -0.268 4.182 -0.827
H 3.047 3.595 -4.513
H 1.810 2.628 -2.575
H 2.630 5.106 -4.080
H 1.037 3.299 -5.540
H 0.555 4.876 -4.963
H -1.681 4.524 -2.357
H -0.175 5.411 -2.533
H 0.277 3.299 -0.623
H -1.099 4.100 -0.245
H 0.287 4.901 -0.346

Total charge: +1
Orbital gap (alpha / beta), eV: 6.066 / 6.298
2S+1: 4
M, g mol⁻¹: 784.72
ΔE to the lowest compared entry with this formula, charge and spin, kcal per mole: 0.0

A single C21H25N3O molecule at a distorted geometry, computed with ωB97M-V with the def2-TZVPD basis set.

Positions of all 50 atoms, in Å:
O -1.562 0.085 -3.651
N -1.379 0.966 -0.273
C -1.036 0.164 -2.548
C -1.701 1.068 -1.601
C -0.368 0.522 5.112
C 0.345 0.791 3.946
C -1.751 0.762 5.182
C -4.188 3.890 1.029
C -0.345 1.326 2.804
C -2.390 1.294 4.028
C -3.470 3.175 2.077
C -4.069 3.545 -0.333
C -2.199 1.950 0.334
C -1.694 1.632 2.838
C -2.459 2.225 1.738
C -3.110 2.516 -0.673
N -2.786 1.894 -1.834
N 0.022 -0.647 -2.068
C -1.935 3.198 -3.707
C 1.457 -2.983 -0.662
C 3.009 -1.336 -1.698
C 2.472 -3.433 -2.736
C -3.156 2.479 -3.133
C 0.755 -1.682 -2.827
C 1.884 -2.288 -2.003
H 0.244 0.085 5.936
H 1.452 0.727 3.928
H -2.267 0.503 6.124
H -4.920 4.594 1.420
H 0.405 1.442 1.973
H -3.421 1.396 4.159
H -3.819 3.315 3.115
H -4.509 4.138 -1.119
H 0.433 -0.359 -1.166
H -1.054 2.570 -3.865
H -1.600 3.999 -2.981
H -2.207 3.606 -4.635
H 0.876 -3.843 -0.954
H 0.993 -2.251 0.023
H 2.317 -3.434 -0.198
H 3.748 -1.831 -1.053
H 2.558 -0.480 -1.144
H 3.398 -0.971 -2.690
H 1.760 -4.290 -3.233
H 3.071 -3.014 -3.507
H 3.195 -4.038 -2.187
H -4.052 3.183 -3.026
H -3.551 1.689 -3.780
H 0.003 -2.498 -3.178
H 1.267 -1.230 -3.736

Orbital gap, eV: 8.195
SMILES: CCn1c(C(=O)NCC(C)(C)C)nc2c(-c3ccccc3)cccc21
M, g mol⁻¹: 335.45
ΔE to the lowest compared entry with this formula, charge and spin, kcal per mole: 63.6

2 unconnected molecules or ions with the total composition C21H25N3O3 at a distorted geometry, computed with ωB97M-V with the def2-TZVPD basis set.

Positions of all 52 atoms, in Å:
O -1.061 -3.556 -5.577
O 1.405 -3.704 -2.932
O -0.992 5.959 7.140
C -1.041 -2.358 -5.815
C 1.305 -2.870 -3.824
C 0.118 -2.657 -0.442
C -0.351 -1.676 -1.244
C -0.483 1.866 0.365
C 0.053 1.506 1.614
C -1.472 3.607 7.113
C 0.489 4.471 6.005
C -0.651 0.902 -0.651
C 0.422 0.172 1.855
C -1.124 2.310 6.716
C 0.842 3.177 5.606
C -0.663 4.689 6.758
C -0.296 -0.451 -0.440
C 0.235 -0.781 0.844
C 0.037 2.085 5.963
N 0.474 -2.136 0.784
N 2.168 -2.967 -4.846
N -0.438 -1.453 -5.043
C -1.716 -1.821 -7.055
C 0.407 0.686 5.555
C 2.374 -2.055 -5.971
C -0.815 -1.874 -2.658
C 0.248 -1.728 -3.767
H -1.830 5.952 7.628
H 0.220 -3.696 -0.740
H -0.769 2.894 0.184
H 0.181 2.254 2.386
H -2.372 3.762 7.698
H 1.110 5.318 5.732
H -1.068 1.193 -1.603
H 0.840 -0.122 2.804
H -1.757 1.473 6.997
H 1.744 3.025 5.022
H 0.861 -2.694 1.530
H 2.764 -3.778 -4.792
H -0.501 -0.492 -5.335
H -0.981 -1.308 -7.672
H -2.507 -1.133 -6.763
H -2.144 -2.653 -7.612
H -0.364 0.271 4.897
H 1.364 0.671 5.026
H 0.494 0.046 6.438
H 3.359 -2.229 -6.410
H 2.319 -1.018 -5.636
H 1.618 -2.236 -6.736
H -1.605 -1.144 -2.834
H -1.272 -2.862 -2.742
H 0.820 -0.834 -3.521

Orbital gap, eV: 8.177
SMILES: CNC(=O)[C@H](Cc1c[nH]c2ccccc12)NC(C)=O.Cc1ccc(O)cc1
M, g mol⁻¹: 367.45
ΔE to the lowest compared entry with this formula, charge and spin, kcal per mole: 20.7

A single C21H25N3O5S molecule, computed with ωB97M-V with the def2-TZVPD basis set.

Positions of all 55 atoms, in Å:
C 3.902 3.775 -1.495
C 3.745 2.308 -1.881
O 3.464 1.478 -0.769
C 2.217 1.441 -0.228
C 1.130 2.125 -0.750
C -0.123 2.057 -0.148
C -0.297 1.297 1.009
C 0.791 0.603 1.530
C 2.040 0.647 0.937
O 3.001 -0.070 1.575
C 4.174 -0.509 0.906
C 4.788 -1.609 1.761
H 5.703 -1.966 1.299
H 5.013 -1.224 2.751
H 4.091 -2.436 1.862
H 3.921 -0.896 -0.087
H 4.880 0.320 0.791
H 0.659 0.016 2.425
C -1.622 1.173 1.606
O -1.871 0.503 2.589
N -2.640 1.866 0.956
C -2.456 2.641 -0.158
N -1.197 2.743 -0.648
H -1.110 3.254 -1.517
S -3.656 3.494 -0.901
C -3.988 1.655 1.460
H -3.972 1.819 2.540
C -4.490 0.237 1.170
H -3.995 -0.457 1.851
H -5.560 0.215 1.383
C -4.254 -0.185 -0.285
C -2.797 -0.501 -0.591
O -2.134 0.111 -1.407
N -2.297 -1.535 0.116
H -2.879 -2.020 0.780
C -0.930 -1.998 -0.028
C -0.882 -3.389 -0.568
C -1.050 -3.876 -1.832
C -0.940 -5.284 -1.732
C -0.716 -5.548 -0.418
O -0.683 -4.410 0.296
H -0.567 -6.465 0.116
H -1.016 -5.995 -2.530
H -1.227 -3.299 -2.716
H -0.428 -1.966 0.943
H -0.444 -1.304 -0.719
H -4.574 0.612 -0.959
H -4.844 -1.078 -0.503
H -4.632 2.394 0.983
H 1.231 2.725 -1.640
H 4.695 1.923 -2.263
H 2.986 2.181 -2.662
H 4.167 4.357 -2.374
H 2.983 4.172 -1.072
H 4.691 3.878 -0.754

Orbital gap, eV: 8.274
SMILES: CCOc1cc2[nH]c(=S)n(CCCC(=O)NCc3ccco3)c(=O)c2cc1OCC
M, g mol⁻¹: 431.51
ΔE to the lowest compared entry with this formula, charge and spin, kcal per mole: 43.3

Look up the M of the fifth one.
784.72 g mol⁻¹

Please write out number 2 again, unchanged.
4 unconnected molecules or ions with the total composition C21H25F5N3O2, computed with ωB97M-V with the def2-TZVPD basis set.

Positions of all 56 atoms, in Å:
O 1.195 1.505 0.113
C 1.539 1.177 -1.036
O 2.394 0.382 -1.435
C 0.712 1.908 -2.146
F 0.921 3.269 -2.054
F 1.131 1.555 -3.407
C -0.762 1.612 -2.045
C -1.179 0.322 -2.341
C -2.520 -0.017 -2.274
C -3.458 0.938 -1.915
C -3.033 2.222 -1.613
C -4.019 3.275 -1.221
F -5.279 2.795 -1.097
F -4.084 4.276 -2.137
F -3.708 3.860 -0.048
C -1.687 2.569 -1.672
H -0.446 -0.422 -2.627
H -2.802 -1.039 -2.488
H -4.507 0.678 -1.871
H -1.370 3.575 -1.429
C 1.977 4.455 4.554
C 1.722 3.290 3.603
C 1.243 3.727 2.215
C -0.015 4.466 2.306
N -0.998 5.049 2.418
H 1.062 5.020 4.741
H 2.347 4.098 5.517
H 2.721 5.141 4.142
H 0.982 2.617 4.040
H 2.639 2.713 3.475
H 1.103 2.854 1.569
H 1.985 4.371 1.739
C -1.639 -1.314 1.174
C -1.899 -2.706 1.741
C -1.697 -3.815 0.701
C -2.604 -3.665 -0.436
N -3.315 -3.548 -1.330
H -2.338 -1.072 0.372
H -1.755 -0.554 1.947
H -0.625 -1.230 0.778
H -2.916 -2.761 2.138
H -1.218 -2.896 2.572
H -1.867 -4.800 1.140
H -0.668 -3.766 0.340
C 3.662 -3.116 -2.086
C 3.731 -4.572 -1.638
C 2.379 -5.105 -1.147
C 1.894 -4.339 -0.001
N 1.506 -3.695 0.865
H 3.381 -2.456 -1.265
H 4.630 -2.783 -2.457
H 2.932 -2.984 -2.887
H 4.469 -4.679 -0.841
H 4.064 -5.200 -2.468
H 2.455 -6.152 -0.850
H 1.633 -5.035 -1.941

Total charge: -1
Orbital gap, eV: 7.970
M, g mol⁻¹: 446.44

Which formula does entry 7 have?
C21H25N3O3